{"formula": "C23H39BrClIrN2O8Si", "method": "wB97M-V/def2-TZVPD", "species": ["Ir", "O", "C", "O", "C", "C", "C", "N", "C", "C", "C", "O", "O", "H", "H", "H", "O", "Cl", "O", "O", "O", "C", "C", "C", "C", "Si", "Br", "C", "C", "C", "C", "C", "C", "C", "C", "H", "H", "H", "H", "H", "H", "H", "H", "H", "H", "H", "H", "H", "H", "H", "H", "H", "H", "H", "H", "H", "H", "H", "H", "H", "H", "H", "C", "C", "C", "C", "N", "H", "H", "H", "H", "H", "H", "H", "H", "H"], "positions_angstrom": [[0.764, 0.230, 0.384], [-5.215, 0.230, 4.086], [-5.072, 0.596, 2.908], [-5.928, 0.901, 2.049], [-3.610, 0.676, 2.408], [-3.288, 1.436, 1.285], [-2.001, 1.421, 0.786], [-1.044, 0.679, 1.353], [-1.319, 0.001, 2.474], [-2.583, -0.022, 3.031], [-0.112, -0.737, 3.013], [-0.134, -1.264, 4.109], [0.895, -0.728, 2.197], [-4.070, 2.000, 0.798], [-1.704, 1.968, -0.099], [-2.769, -0.584, 3.935], [3.347, 4.133, -0.282], [3.107, 3.334, 0.903], [1.685, 3.045, 0.997], [3.530, 4.069, 2.073], [3.852, 2.098, 0.806], [-4.802, -4.347, -4.009], [-3.849, -3.968, -2.866], [-2.424, -4.381, -3.269], [-4.209, -4.819, -1.639], [-3.975, -2.095, -2.418], [-2.190, -1.666, -1.134], [-3.782, -0.952, -3.960], [-3.347, 0.468, -3.562], [-2.695, -1.486, -4.903], [-5.095, -0.854, -4.753], [-5.502, -1.665, -1.341], [-6.799, -2.270, -1.902], [-5.679, -0.142, -1.263], [-5.328, -2.140, 0.114], [-4.750, -5.429, -4.178], [-4.533, -3.859, -4.947], [-5.842, -4.098, -3.785], [-2.400, -5.469, -3.405], [-1.699, -4.126, -2.495], [-2.095, -3.927, -4.201], [-4.064, -5.877, -1.887], [-5.246, -4.692, -1.331], [-3.569, -4.585, -0.787], [-2.398, 0.462, -3.024], [-4.080, 0.980, -2.943], [-3.210, 1.058, -4.476], [-1.746, -1.634, -4.386], [-2.525, -0.752, -5.699], [-2.981, -2.423, -5.382], [-5.892, -0.390, -4.171], [-5.451, -1.827, -5.096], [-4.932, -0.231, -5.640], [-6.984, -1.983, -2.940], [-7.642, -1.907, -1.305], [-6.809, -3.360, -1.846], [-5.975, 0.296, -2.219], [-4.770, 0.345, -0.915], [-6.443, 0.094, -0.518], [-5.177, -3.215, 0.205], [-6.223, -1.866, 0.679], [-4.494, -1.635, 0.599], [2.820, -1.402, -2.505], [1.843, -0.226, -2.519], [0.675, -0.497, -3.467], [2.563, 1.075, -2.882], [1.350, -0.017, -1.183], [3.249, -1.551, -3.500], [2.307, -2.316, -2.200], [3.620, -1.204, -1.792], [1.039, -0.708, -4.476], [0.010, 0.367, -3.507], [0.097, -1.354, -3.115], [2.974, 0.996, -3.892], [3.366, 1.275, -2.172], [1.869, 1.915, -2.841]], "mulliken_charge": [0.2674, -0.7518, 0.4012, -0.6875, 0.3615, -0.3719, -0.4665, -0.3357, 0.4437, -0.5032, 0.5682, -0.7083, -0.7217, 0.3931, 0.4808, 0.5487, -0.6939, 1.6839, -0.5876, -0.7097, -0.6593, -1.7447, 2.3973, -1.8424, -2.0981, -0.5281, -0.3183, 2.6172, -1.7939, -1.9475, -1.7822, 2.4713, -1.9300, -1.8136, -1.6492, 0.5269, 0.2898, 0.2582, 0.5261, 0.3172, 0.3330, 0.6015, 0.3295, 0.3432, 0.1234, 0.3483, 0.5581, 0.1408, 0.6164, 0.3363, 0.3062, 0.2826, 0.5070, 0.2992, 0.5366, 0.3025, 0.3324, 0.0734, 0.6398, 0.2856, 0.5952, 0.0828, -1.7957, 1.8468, -1.1838, -1.6908, -0.2303, 0.3720, 0.3527, 0.4624, 0.4395, 0.3457, 0.0327, 0.3754, 0.4076, 0.3848], "spin_multiplicity": 1, "e_homo_ha": -0.10866, "lumo_energy_ev": 3.62, "total_energy_ev": -137122.7136, "total_charge": -2}



{"formula": "C6H4", "method": "wB97M-V/def2-TZVPD", "species": ["C", "C", "C", "C", "C", "C", "H", "H", "H", "H"], "positions_angstrom": [[1.736, -0.300, -0.046], [0.883, -1.349, -0.019], [1.433, 1.056, 0.036], [0.067, 1.142, -0.004], [-1.044, 0.275, 0.037], [-0.413, -1.450, 0.008], [1.945, 1.923, 0.004], [-1.809, 0.304, 0.822], [-1.684, 0.532, -0.946], [-1.115, -2.134, 0.108]], "mulliken_charge": [-0.0399, -0.0935, -0.4734, -0.1802, -0.3379, -0.4676, 0.5216, 0.3352, 0.2395, 0.4961], "spin_multiplicity": 1, "e_homo_ha": [-0.29244, -0.29248], "lumo_energy_ev": [-1.05, -1.05], "total_energy_ev": -6278.3287}



Sequential energy relative to the best compared isomer or geometry (same formula, charge and spin) output: 0.417, 4.146 eV